9
Properties=species:S:1:pos:R:3:nbo_charge:R:1 method="wB97M-V/def2-TZVPD" e_above_lowest_kj_mol=206.3 smiles="O=PO.NS" orbital_gap_ev=9.94 homo_ev=-9.577
N 0.56168 -0.82874 -0.86893 -0.956
O -2.13787 1.42820 -0.15741 -1.046
O -2.32292 -0.84668 0.75938 -1.064
P -2.22427 -0.12530 -0.49751 1.571
S 2.00073 -0.16324 -0.08350 0.111
H 0.90022 -1.01444 -1.86887 0.373
H 0.54872 -1.77042 -0.45094 0.374
H -2.39380 1.79747 0.75097 0.523
H 1.29931 0.92509 0.30348 0.114



84
Properties=species:S:1:pos:R:3:mulliken_charge:R:1 method="wB97M-V/def2-TZVPD" e_above_lowest_kj_mol=68.7 orbital_gap_ev=7.46 homo_ev=-7.399
O -0.12516 -1.91389 1.02569 -0.005
O -2.58436 -0.66589 -3.51101 -0.280
C 0.75324 -2.68389 0.18519 -0.388
C 1.28994 -3.98669 0.79639 -1.190
H 1.60314 -2.05949 -0.07031 0.295
H 0.26894 -2.89689 -0.76551 0.415
H 1.76414 -3.80169 1.75549 0.185
H 2.03694 -4.43589 0.14239 0.459
H 0.50284 -4.72509 0.94259 0.314
C -1.27886 -2.63299 1.47859 -0.326
C -2.23656 -3.17789 0.41739 -1.452
H -1.84206 -1.95509 2.11069 0.330
H -0.96926 -3.46319 2.10979 0.402
H -2.74026 -2.36379 -0.09011 0.308
H -3.01256 -3.78399 0.88389 0.430
H -1.73646 -3.80269 -0.32001 0.341
C -3.59216 0.31411 -3.77061 -0.268
C -2.44836 -1.68879 -4.49981 -0.236
C -4.79216 0.08991 -2.84821 -1.238
H -3.89916 0.33931 -4.81821 0.393
H -3.18156 1.30141 -3.56551 0.289
H -5.25596 -0.88009 -3.01771 0.298
H -5.54986 0.85701 -3.00321 0.396
H -4.48206 0.13461 -1.80501 0.244
C -3.70586 -2.55019 -4.68631 -1.211
H -1.62886 -2.33719 -4.19501 0.292
H -2.14636 -1.25519 -5.45341 0.310
H -4.03296 -2.98359 -3.74241 0.268
H -3.50956 -3.37089 -5.37601 0.402
H -4.53256 -1.97169 -5.09691 0.317
H -0.45146 0.92971 -2.63461 0.284
Be 0.32534 -0.16679 2.05799 0.460
C 0.03914 1.88021 -2.67581 -1.064
Si 1.04034 2.12381 -4.26341 0.317
H -0.78726 2.57411 -2.74441 0.368
H 0.62794 2.19411 -1.85171 0.456
C 1.88884 0.54991 -4.82941 -0.969
C 2.36924 3.41501 -4.01341 -1.062
C -0.03376 2.77811 -5.65531 -1.080
C 2.35234 -0.08379 1.59489 -0.576
Si 3.73194 0.90211 2.44709 0.139
H 2.59944 -0.14809 0.53699 0.484
H 2.34974 -1.10749 1.95329 -0.291
C 4.47614 2.15151 1.26769 -1.090
C 5.13404 -0.26939 2.86039 -1.144
C 3.22674 1.79451 4.00289 -0.954
H 0.57444 3.08371 -6.50561 0.326
H -0.60546 3.64631 -5.32931 0.334
H -0.73656 2.03031 -6.01111 0.302
H 2.67494 0.25381 -4.13661 0.319
H 2.35284 0.68911 -5.80471 0.303
H 1.18564 -0.27469 -4.91531 0.272
H 2.91884 3.23841 -3.09321 0.306
H 1.93914 4.41271 -3.96541 0.304
H 3.08464 3.40731 -4.83441 0.295
H 5.32114 -0.95869 2.03809 0.324
H 4.92984 -0.85599 3.75249 0.314
H 6.05514 0.28161 3.04439 0.324
H 2.90994 1.09881 4.77559 0.266
H 2.40944 2.48511 3.80359 0.279
H 4.05454 2.37601 4.40499 0.378
H 5.35524 2.62001 1.70839 0.294
H 3.78124 2.94911 1.01829 0.289
H 4.79204 1.67521 0.34059 0.306
C 1.08124 -1.65449 5.77929 -0.842
C 0.12264 -0.93299 6.49459 -0.561
C -0.72606 -0.04109 5.82659 -0.840
C -0.58496 0.12201 4.43779 1.006
N 0.36164 -0.58539 3.77379 0.325
C 1.18464 -1.47019 4.40039 -0.266
C -1.40676 0.99681 3.58199 -0.275
C -2.48966 1.77021 4.01619 -0.738
C -3.20936 2.52191 3.08059 -0.790
C -2.84336 2.50431 1.72329 -0.575
C -1.75366 1.73251 1.28979 -0.429
C -1.04496 0.98271 2.22739 0.287
H 1.73894 -2.34909 6.28759 0.441
H 0.03534 -1.07039 7.56429 0.427
H -1.46966 0.50311 6.39029 0.442
H 1.92544 -2.03339 3.85199 0.404
H -2.79066 1.78391 5.05509 0.365
H -4.05646 3.11051 3.40779 0.380
H -3.41616 3.08181 1.01039 0.445
H -1.48046 1.70181 0.24439 0.892



57
Properties=species:S:1:pos:R:3:nbo_charge:R:1 method="wB97M-V/def2-TZVPD" total_charge=-1 orbital_gap_ev=8.29 homo_ev=-5.787
C 1.07380 -4.83541 2.92758 -0.273
C 0.73859 -3.74313 2.53917 0.023
C 0.17141 -2.62702 1.77192 -0.513
C 1.18453 -1.82421 0.90217 0.186
C 1.38998 -0.41757 1.65655 -0.088
O 0.58815 0.60991 1.13080 -0.526
C -0.47137 0.97622 1.96578 -0.069
C -1.44304 1.89509 1.22802 -0.080
O -2.69985 1.23423 1.12189 -0.534
C -3.75387 2.12963 0.91654 -0.074
C -4.99653 1.28968 0.66446 -0.076
O -4.81230 0.63627 -0.58476 -0.532
C -6.02197 0.15652 -1.10888 -0.055
C -5.72007 -0.30150 -2.54147 -0.616
O 0.58761 -1.43533 -0.28992 -0.927
Al 1.77049 -1.30813 -1.62959 1.987
O 1.35671 -2.49403 -2.91946 -1.191
C 2.30911 0.48809 -2.35040 -1.010
C 2.45819 1.59687 -1.28217 -0.384
C 3.82374 2.31987 -1.45198 -0.672
S 3.79978 3.95966 -0.70379 2.350
O 2.60803 4.19031 0.02301 -0.935
O 4.05102 4.93453 -1.71656 -0.961
O 5.00012 4.04824 0.38203 -0.878
O 3.13189 -1.74586 -0.48866 -0.955
C 2.55054 -2.47039 0.54630 0.328
C 2.54303 -3.92883 0.03680 -0.677
Br 3.98657 -2.37904 1.96854 -0.136
H 1.34595 -5.69840 3.47221 0.221
H -0.63486 -2.95805 1.11703 0.258
H -0.29752 -1.97057 2.50179 0.225
H 1.31654 -0.51609 2.74373 0.166
H 2.42643 -0.13318 1.44147 0.194
H -0.13922 1.44947 2.90170 0.154
H -1.07206 0.10870 2.26747 0.175
H -1.58214 2.82765 1.78614 0.158
H -1.05394 2.08712 0.22377 0.198
H -3.57308 2.75350 0.03367 0.175
H -3.97323 2.73152 1.81178 0.156
H -5.91215 1.89008 0.68555 0.162
H -5.04116 0.49742 1.42240 0.177
H -6.79043 0.93835 -1.15719 0.150
H -6.39323 -0.72616 -0.57071 0.156
H -6.59538 -0.76538 -2.99468 0.197
H -4.91042 -1.02750 -2.49167 0.222
H -5.39388 0.55935 -3.12238 0.207
H 1.95068 -2.34929 -3.66028 0.454
H 1.64397 0.82725 -3.14958 0.212
H 3.30040 0.34207 -2.80660 0.195
H 1.70316 2.35515 -1.47674 0.212
H 2.42928 1.24498 -0.25711 0.223
H 4.11915 2.35441 -2.49697 0.249
H 4.57188 1.72256 -0.92050 0.228
H 5.71067 3.44491 0.12667 0.493
H 2.82229 -4.57995 0.86814 0.218
H 1.54902 -4.26685 -0.26423 0.224
H 3.26903 -4.09770 -0.74885 0.228



119
Properties=species:S:1:pos:R:3:lowdin_spin:R:1 method="wB97M-V/def2-TZVPD" multiplicity=8 total_charge=-1 orbital_gap_ev="6.29 / 7.54" s2=16.0137 homo_ev="-5.307 / -5.417"
Gd -2.01517 0.97477 -1.42022 7.289
O 0.10292 3.73235 1.25822 0.000
Cl -0.01092 3.98613 -0.14544 0.001
O 1.29222 3.99739 -0.80766 0.000
O -0.72412 2.87845 -0.79037 0.001
O -0.66393 5.23962 -0.36842 -0.001
C 0.52604 -2.08967 0.87633 0.000
N 1.66944 -1.76455 1.71621 0.000
C 2.30027 -0.48048 1.57836 0.000
P 2.37014 0.09229 -0.17621 0.000
C 3.79195 1.23023 0.10011 0.000
C 5.11755 1.03090 -0.30178 0.000
C 6.08360 1.96992 0.05348 0.000
C 5.75598 3.05682 0.83414 0.000
C 4.43374 3.25826 1.22412 0.000
C 3.44656 2.38171 0.85773 0.000
C 3.18034 -1.27882 -1.01276 0.000
C 2.97117 -1.36583 -2.38469 0.000
C 3.62629 -2.35829 -3.12510 0.000
C 4.47667 -3.25926 -2.53353 0.000
C 4.68567 -3.16559 -1.19109 0.000
C 4.06692 -2.20442 -0.42265 0.000
C 2.06145 -2.57033 2.77505 0.000
C 2.69139 -2.07331 3.92232 0.000
C 3.22422 -2.89308 4.87711 0.000
C 3.04055 -4.26144 4.77906 0.000
C 2.33430 -4.78525 3.70559 0.000
C 1.89020 -3.96742 2.69942 0.000
P -1.06165 -1.07631 1.20090 0.003
C -0.76962 -0.50791 2.90660 0.000
C -0.45070 -1.41674 3.93286 0.000
C -0.10873 -0.94537 5.18491 0.000
C -0.12327 0.43210 5.40776 0.000
C -0.41357 1.34351 4.39479 0.000
C -0.77972 0.85917 3.15442 0.000
C -2.28137 -2.43345 1.38481 0.000
C -3.09579 -2.58392 2.50268 0.000
C -4.06537 -3.58855 2.55146 0.000
C -4.27129 -4.44164 1.47921 0.000
C -3.44855 -4.34087 0.36695 0.000
C -2.49690 -3.34048 0.31878 0.000
H 0.23232 -3.15483 0.95023 0.000
H 0.76243 -1.89551 -0.15102 0.000
H 3.29670 -0.54468 2.01257 0.000
H 1.79874 0.31671 2.16766 0.000
H 5.35643 0.14376 -0.85003 0.000
H 7.12078 1.86291 -0.25377 0.000
H 6.50800 3.76221 1.09611 0.000
H 4.17863 4.12850 1.80268 0.000
H 2.43586 2.56689 1.19013 0.000
H 2.33015 -0.68239 -2.93432 0.000
H 3.43413 -2.45212 -4.19246 0.000
H 5.00091 -4.00991 -3.10890 0.000
H 5.35808 -3.88551 -0.73089 0.000
H 4.25604 -2.16067 0.66054 0.000
H 2.67354 -1.00820 4.10620 0.000
H 3.74275 -2.48858 5.74676 0.000
H 3.44447 -4.96974 5.53315 0.000
H 2.14810 -5.82649 3.67443 0.000
H 1.38039 -4.41988 1.89013 0.000
H -0.48554 -2.46887 3.72305 0.000
H 0.15489 -1.59652 5.98931 0.000
H 0.00225 0.78491 6.42403 0.000
H -0.50984 2.42305 4.56318 0.000
H -1.05262 1.52798 2.35604 0.000
H -3.02009 -1.82213 3.29401 0.000
H -4.76063 -3.58836 3.38087 0.000
H -5.06912 -5.15838 1.46118 0.000
H -3.55369 -4.98333 -0.47280 0.000
H -1.92916 -3.20205 -0.59299 0.000
Se -2.56671 -2.06396 -3.83011 -0.034
Se -3.47531 1.69118 -3.58504 -0.141
C -1.75094 1.48998 -4.34799 -0.006
C -1.58797 1.22816 -5.70112 -0.006
C -0.30477 1.34801 -6.23103 0.000
C 0.71501 1.73738 -5.40760 -0.002
C 0.49157 1.88114 -4.05072 0.000
N -0.72741 1.72714 -3.51795 -0.006
C -4.02235 -1.81124 -2.58800 -0.001
C -5.21759 -2.52673 -2.82139 -0.001
C -6.29419 -2.39449 -1.93969 0.001
C -6.20866 -1.44984 -0.92881 0.000
C -5.01269 -0.73750 -0.76905 0.001
N -3.95206 -0.88635 -1.57198 -0.001
H -2.46856 1.04847 -6.30141 -0.002
H -0.20222 1.15910 -7.29985 0.000
H 1.70784 1.89894 -5.75824 0.000
H 1.24334 2.44676 -2.28655 0.000
H -5.22227 -3.22693 -3.60993 -0.001
H -7.17774 -2.98639 -2.03235 0.000
H -7.01363 -1.27194 -0.23607 0.000
H -4.90639 -0.00303 0.03248 0.000
N -0.09674 -1.59431 -2.63181 -0.007
C -1.26287 -1.16007 -2.55790 -0.054
H 0.08633 -2.38087 -3.28296 -0.003
Cl 4.28261 1.24392 -4.08966 0.000
C 3.76204 2.88296 -4.07901 0.000
C 4.69711 3.88080 -4.35888 0.000
C 4.35028 5.21479 -4.26684 0.000
C 3.04669 5.53485 -3.92786 0.000
C 2.09174 4.55613 -3.70355 0.000
Cl 0.47593 5.04312 -3.43071 0.000
C 2.45418 3.20212 -3.67333 0.000
N 1.53293 2.21830 -3.21310 0.000
H 5.70349 3.56986 -4.63095 0.000
H 5.07676 5.97855 -4.49861 0.000
H 2.74767 6.54663 -3.83408 0.000
F -7.59307 2.26961 4.56933 0.000
C -6.73930 2.21694 3.56435 -0.001
C -6.61830 3.24472 2.67473 0.000
F -7.45238 4.29224 2.77331 0.000
C -5.67485 3.20542 1.66160 -0.002
F -5.56091 4.24132 0.85120 -0.001
C -4.75986 2.18277 1.58209 -0.003
S -3.36406 2.38798 0.52604 -0.023
C -4.94489 1.11612 2.45866 -0.001
F -4.07476 0.06671 2.38072 0.000
C -5.88832 1.12866 3.44831 0.000
F -5.91759 0.14341 4.37279 0.000



10
Properties=species:S:1:pos:R:3:nbo_charge:R:1 method="wB97M-V/def2-TZVPD" e_above_lowest_kj_mol=180.6 total_charge=-1 orbital_gap_ev="9.17 / 9.17" homo_ev="-5.068 / -5.065"
C -0.25754 0.47660 0.79002 0.081
O 1.17025 0.16105 -1.43677 -1.187
O 2.20641 -0.58498 0.82851 -1.149
O -1.98470 -0.68701 -0.03187 -1.013
O -0.49869 1.58272 0.06039 -0.658
P 1.07630 -0.50704 -0.09435 1.966
H -0.45291 0.57416 1.94093 0.202
H -1.53689 -0.70860 -0.84923 0.413
H -0.17294 1.38271 -0.82936 0.518
H 0.45072 -1.68960 -0.37828 -0.173